1.
{
  "formula": "C2H4N4",
  "method": "ωB97M-V/def2-TZVPD",
  "elements": ["N", "C", "C", "N", "N", "N", "H", "H", "H", "H"],
  "positions_angstrom": [[-1.0658, 1.4683, 0.3642], [-0.3425, 0.3438, 0.0410], [0.3112, -0.6779, 0.6827], [1.0815, -1.2140, -0.3290], [0.9089, -0.5923, -1.4856], [0.0148, 0.3169, -1.2899], [-1.7133, 1.5598, 1.1263], [-1.3359, 1.8452, -0.5303], [0.2882, -1.1853, 1.6423], [1.8529, -1.8644, -0.2219]],
  "molar_mass_da": 84.1,
  "smiles": "Nc1c[nH]nn1",
  "total_charge": 0,
  "homo_energy_ev": -8.360
}

***

2.
{
  "formula": "C2H4N4",
  "method": "ωB97M-V/def2-TZVPD",
  "elements": ["C", "N", "C", "N", "N", "N", "H", "H", "H", "H"],
  "positions_angstrom": [[0.4558, 1.2589, 0.2801], [-0.2751, 0.0848, -0.1616], [0.3510, -1.0704, -0.4350], [-0.4848, -2.0589, -0.2759], [-1.6570, -1.4833, 0.0813], [-1.5419, -0.2059, 0.1705], [1.1364, 0.8142, 1.0225], [-0.1908, 1.9490, 0.8050], [0.8964, 1.8239, -0.5581], [1.3098, -1.1123, -0.9290]],
  "molar_mass_da": 84.1,
  "smiles": "Cn1cnnn1",
  "total_charge": 0,
  "homo_energy_ev": -10.792
}

***

3.
{
  "formula": "C2H4N4",
  "method": "ωB97M-V/def2-TZVPD",
  "elements": ["N", "C", "C", "N", "N", "N", "H", "H", "H", "H"],
  "positions_angstrom": [[1.8424, 0.1779, 0.0976], [0.4709, -0.1338, 0.0987], [-0.5600, 0.7155, -0.1992], [-1.6689, -0.0179, 0.0096], [-1.3831, -1.2312, 0.4332], [-0.0792, -1.3268, 0.4739], [2.2000, 0.3291, -0.8445], [2.3625, -0.5624, 0.5593], [-0.5736, 1.7338, -0.5269], [-2.6110, 0.3158, -0.1016]],
  "molar_mass_da": 84.1,
  "smiles": "Nc1c[nH]nn1",
  "total_charge": 0,
  "homo_energy_ev": -8.871
}

***

4.
{
  "formula": "C2H4N4",
  "method": "ωB97M-V/def2-TZVPD",
  "elements": ["C", "C", "N", "N", "N", "N", "H", "H", "H", "H"],
  "positions_angstrom": [[1.6082, 0.0421, -0.9272], [-1.2242, -0.0074, 1.3085], [0.9390, -0.0493, -2.0141], [0.8109, -0.0973, 0.2299], [-0.0886, -0.2562, -2.4303], [-0.4286, -0.0876, 0.1131], [2.6981, 0.1931, -0.8739], [-2.3497, -0.1902, 0.9363], [-0.9289, -0.5656, 2.1377], [-1.0362, 1.0184, 1.5200]],
  "molar_mass_da": 84.1,
  "total_charge": 0,
  "homo_energy_ev": -8.619
}

***

Stability ranking, top entry: 3; the second entry is 6.1 kcal/mol less favorable.

***

1.
{
  "formula": "CH3Cl3Si",
  "method": "ωB97M-V/def2-TZVPD",
  "elements": ["C", "Si", "Cl", "Cl", "Cl", "H", "H", "H"],
  "positions_angstrom": [[-0.0996, 0.2587, 0.1478], [-1.3292, 0.2773, 1.6280], [-2.8599, -1.4494, 1.8018], [-0.5019, 0.3411, 3.4441], [-2.5271, 1.8881, 1.3969], [-0.0807, 1.2831, -0.3692], [0.8741, -0.0193, 0.3545], [-0.1571, -0.5409, -0.5155]],
  "molar_mass_da": 149.5,
  "smiles": "C[Si](Cl)(Cl)Cl",
  "total_charge": 0,
  "homo_energy_ev": -11.044
}

***

2.
{
  "formula": "CH3Cl3Si",
  "method": "ωB97M-V/def2-TZVPD",
  "elements": ["C", "Si", "Cl", "Cl", "Cl", "H", "H", "H"],
  "positions_angstrom": [[0.6676, -0.4246, 0.5351], [-0.6059, 0.6781, -0.3744], [1.1945, 0.5466, 1.9759], [2.2267, -0.3735, -0.5085], [-2.9385, -1.6104, -1.0553], [0.6870, -1.5280, 0.7118], [-1.0010, 1.6456, 0.5045], [-0.2303, 1.0661, -1.7892]],
  "molar_mass_da": 149.5,
  "total_charge": 0,
  "homo_energy_ev": -9.593
}

***

Stability ranking, top entry: 1; the second entry is 154.7 kcal/mol less favorable.

***

1.
{
  "formula": "Br2ClHNP",
  "method": "ωB97M-V/def2-TZVPD",
  "elements": ["H", "N", "P", "Br", "Cl", "Br"],
  "positions_angstrom": [[-0.5056, 1.1163, -0.4604], [0.0577, 0.4657, -0.9154], [-0.0525, -0.6865, -1.8419], [2.0782, -1.3089, -1.8627], [0.0639, 0.8527, 2.6013], [-1.6417, -0.4393, 2.4791]],
  "molar_mass_da": 241.2,
  "smiles": "[H]/N=P/Br.ClBr",
  "total_charge": 0,
  "homo_energy_ev": -9.568
}

***

2.
{
  "formula": "Br2ClHNP",
  "method": "ωB97M-V/def2-TZVPD",
  "elements": ["N", "P", "Cl", "Br", "Br", "H"],
  "positions_angstrom": [[0.4245, 0.5895, 0.2989], [1.8044, 0.1109, -0.1613], [2.0238, -0.2122, -2.6782], [2.6025, -1.8371, 0.5434], [3.2733, 1.5544, 0.4426], [-0.3835, 0.0270, 0.0944]],
  "molar_mass_da": 241.2,
  "smiles": "N=P(Cl)(Br)Br",
  "total_charge": 0,
  "homo_energy_ev": -10.570
}

***

Stability ranking, top entry: 2; the second entry is 26.9 kcal/mol less favorable.

***

1.
{
  "formula": "CH4ClOP",
  "method": "ωB97M-V/def2-TZVPD",
  "elements": ["C", "O", "P", "Cl", "H", "H", "H", "H"],
  "positions_angstrom": [[1.5760, 0.3566, 0.5253], [-1.8217, -0.6136, 0.3653], [-1.1815, 0.5396, -0.5839], [-0.8993, -0.5069, -2.2893], [2.0793, 0.9214, -0.2316], [1.5943, -0.7132, 0.4662], [1.4175, 0.8028, 1.4866], [-2.7645, -0.7867, 0.2614]],
  "molar_mass_da": 98.5,
  "total_charge": 0,
  "homo_energy_ev": [-8.554, -7.905]
}

***

2.
{
  "formula": "CH4ClOP",
  "method": "ωB97M-V/def2-TZVPD",
  "elements": ["O", "C", "P", "Cl", "H", "H", "H", "H"],
  "positions_angstrom": [[-0.0730, 0.8167, 1.4117], [-0.3084, -0.4148, 0.6059], [1.0404, -0.5364, -0.8845], [0.7638, 1.4039, -1.4655], [0.0300, 1.5313, 0.7943], [-1.2894, -0.3746, 0.1487], [-0.3480, -1.4017, 1.3660], [0.1847, -1.0244, -1.9766]],
  "molar_mass_da": 98.5,
  "smiles": "OCPCl",
  "total_charge": 0,
  "homo_energy_ev": -9.535
}

***

Stability ranking, top entry: 2; the second entry is 17.8 kcal/mol less favorable.

***

1.
{
  "formula": "C4H30N2O12",
  "method": "ωB97M-V/def2-TZVPD",
  "elements": ["C", "C", "O", "C", "N", "C", "N", "O", "H", "H", "H", "H", "H", "H", "H", "H", "H", "H", "O", "H", "H", "O", "H", "H", "O", "H", "H", "O", "H", "H", "O", "H", "H", "O", "H", "H", "O", "H", "H", "O", "H", "H", "O", "H", "H", "O", "H", "H"],
  "positions_angstrom": [[2.5192, 1.3742, 0.5606], [1.4410, 0.3571, 0.2008], [0.9352, 0.7671, -1.0741], [0.0702, 0.4738, 1.1748], [-1.0573, 0.0983, 0.3661], [0.0013, 1.9734, 1.5747], [0.3625, 2.4320, 2.8009], [-0.7218, 2.6657, 0.8619], [2.7170, 2.1930, -0.1240], [2.4684, 1.7999, 1.5599], [3.4690, 0.8409, 0.7243], [1.7164, -0.6667, 0.0037], [0.2847, 1.4753, -0.9951], [0.0374, -0.0736, 2.1100], [-1.5170, 0.9265, 0.0071], [-0.8104, -0.4949, -0.4015], [0.9089, 2.0381, 3.5471], [0.4727, 3.4366, 2.7172], [2.0318, -3.8052, -0.8944], [1.3752, -3.1281, -0.6664], [1.5216, -4.1296, -1.6541], [-0.0875, -3.2055, -2.9387], [-0.0234, -2.5428, -2.2377], [0.6262, -2.9140, -3.5208], [1.9558, 0.1863, 3.3441], [1.6575, -0.6553, 2.9741], [2.7590, 0.4230, 2.8763], [-0.4777, 2.0774, -2.9606], [-1.2352, 1.5628, -2.6533], [0.1245, 1.4517, -3.3721], [2.3193, -2.0026, 1.7362], [2.0872, -2.5885, 1.0027], [2.4867, -2.6491, 2.4348], [-3.4965, 1.4412, -3.3554], [-3.1109, 2.3133, -3.2507], [-3.9906, 1.1196, -2.6057], [0.0676, 4.4029, -1.1855], [-0.4814, 4.4686, -0.3987], [-0.3088, 3.6681, -1.6866], [-3.2335, -0.7540, -1.3196], [-3.3656, -1.6994, -1.4355], [-4.0750, -0.4107, -1.0020], [-1.3491, -2.7301, -0.4171], [-1.8485, -1.8841, -0.4407], [-2.0257, -3.3600, -0.6940], [-0.7798, -2.3402, 3.0554], [-0.7571, -1.7846, 2.2655], [-1.6638, -2.1477, 3.3863]],
  "molar_mass_da": 298.3,
  "smiles": "C[C@H](O)[C@H](N)C(N)=O.O.O.O.O.O.O.O.O.O.O",
  "total_charge": 0,
  "homo_energy_ev": -9.465
}

***

2.
{
  "formula": "C4H30N2O12",
  "method": "ωB97M-V/def2-TZVPD",
  "elements": ["N", "C", "O", "C", "C", "N", "C", "O", "H", "H", "H", "H", "H", "H", "H", "H", "H", "H", "O", "H", "H", "O", "H", "H", "O", "H", "H", "O", "H", "H", "O", "H", "H", "O", "H", "H", "O", "H", "H", "O", "H", "H", "O", "H", "H", "O", "H", "H"],
  "positions_angstrom": [[-2.4523, -1.0973, 0.7294], [-1.1186, -0.9449, 0.4919], [-0.4229, -1.9556, 0.4152], [-0.6675, 0.4273, 0.0652], [-0.7125, 1.4504, 1.2403], [0.3880, 1.3313, 2.1744], [-0.6586, 2.8593, 0.6681], [-0.8634, 3.8038, 1.7033], [-2.7684, -1.9351, 1.2139], [-2.9996, -0.2715, 0.9245], [0.3594, 0.3349, -0.2794], [-1.3052, 0.7813, -0.7497], [-1.6418, 1.3260, 1.7845], [0.3193, 0.4801, 2.6993], [1.2879, 1.3300, 1.7006], [0.3081, 3.0326, 0.1850], [-1.4722, 3.0398, -0.0355], [-0.3358, 3.5104, 2.4355], [1.4728, -1.9965, -1.5639], [0.7791, -1.8815, -2.2971], [0.9445, -2.0543, -0.7264], [3.0955, 1.6420, -0.1230], [2.6624, 1.2595, -0.9408], [3.7894, 2.2295, -0.4976], [-3.0601, -1.3474, -2.6150], [-3.1970, -1.4739, -1.6612], [-3.6669, -1.9691, -2.9821], [2.0549, -1.9669, 4.6949], [2.5158, -1.8749, 5.5500], [2.7538, -2.1719, 4.0164], [1.9416, 0.5086, -2.3037], [0.9929, 0.5105, -2.4972], [2.0485, -0.4278, -2.0670], [-0.4907, -1.0476, -3.4637], [-0.4131, -1.3772, -4.3839], [-1.4229, -1.1724, -3.1706], [-4.8209, 1.1288, -0.4379], [-4.5316, 1.3411, -1.3541], [-5.3477, 1.8722, -0.1249], [3.9555, -2.2973, 2.7228], [3.2249, -2.7466, 2.2263], [4.2679, -1.6188, 2.1013], [4.4410, -0.7013, 0.6114], [4.0178, 0.1847, 0.4454], [4.1625, -1.3326, -0.0687], [-3.8116, 1.3506, -2.9668], [-2.9861, 1.8436, -3.1013], [-3.5303, 0.3828, -2.9349]],
  "molar_mass_da": 298.3,
  "smiles": "NC(=O)C[C@@H](N)CO.O.O.O.O.O.O.O.O.O.O",
  "total_charge": 0,
  "homo_energy_ev": -9.685
}

***

Stability ranking, top entry: 2; the second entry is 71.7 kcal/mol less favorable.

***

1.
{
  "formula": "C2H11N5",
  "method": "ωB97M-V/def2-TZVPD",
  "elements": ["C", "N", "C", "N", "N", "N", "N", "H", "H", "H", "H", "H", "H", "H", "H", "H", "H", "H"],
  "positions_angstrom": [[-1.3492, -1.2909, 0.4837], [-0.5569, -0.3622, -0.2965], [-1.3897, 0.4422, -1.1707], [0.4804, 0.3687, 0.5951], [0.1032, 1.6665, 0.9028], [1.6904, 0.3040, -0.0849], [2.4112, -0.8250, 0.3665], [-0.6760, -1.9024, 1.0809], [-2.0564, -0.7740, 1.1460], [-1.8962, -1.9592, -0.1857], [-0.7836, 1.1886, -1.6889], [-1.8494, -0.1980, -1.9267], [-2.1830, 0.9629, -0.6166], [0.3251, 1.8757, 1.8680], [0.3091, 2.3415, 0.1650], [1.4654, 0.2370, -1.0974], [2.6608, -1.5304, -0.3245], [3.2946, -0.5449, 0.7841]],
  "molar_mass_da": 105.1,
  "smiles": "CN(C)N(N)NN",
  "total_charge": 0,
  "homo_energy_ev": -8.352
}

***

2.
{
  "formula": "C2H11N5",
  "method": "ωB97M-V/def2-TZVPD",
  "elements": ["C", "C", "N", "N", "N", "N", "N", "H", "H", "H", "H", "H", "H", "H", "H", "H", "H", "H"],
  "positions_angstrom": [[0.2257, -0.2864, -0.2516], [-2.1715, 0.6222, 1.0316], [0.9112, 0.8940, -0.0346], [-1.2435, 1.0164, 0.0000], [0.3126, -1.1730, 0.7993], [0.2052, -0.8743, -1.5108], [2.5960, 0.4145, -0.6407], [0.8068, 1.5296, -0.8134], [-1.6425, 0.7984, -0.9124], [-0.1837, -2.0451, 0.7043], [0.8143, -0.3638, -2.1486], [0.2386, -0.7454, 1.7105], [0.4175, -1.8616, -1.5531], [3.1309, 1.0068, -0.0047], [2.8667, -0.5244, -0.3379], [-2.3972, -0.4593, 1.0419], [-3.1237, 1.1544, 0.9134], [-1.7635, 0.8970, 2.0068]],
  "molar_mass_da": 105.1,
  "total_charge": 0,
  "homo_energy_ev": [-8.020, -8.021]
}

***

Stability ranking, top entry: 2; the second entry is 5.9 kcal/mol less favorable.